Record 1
# C44H96F6N10O21P

A 16-piece molecular cluster, C44H96F6N10O21P overall (ωB97M-V with the def2-TZVPD basis set, the OMol25 dataset).

Atoms and positions in Å:
P: -0.4841 -0.5552 0.4680
F: -1.4314 0.5347 -0.3245
F: -1.2753 -0.2701 1.8718
F: -1.5917 -1.6637 0.0847
F: 0.5277 -1.5571 1.2514
F: 0.3917 -0.8116 -0.8685
F: 0.6641 0.5745 0.7446
C: -4.0647 -1.6686 2.6689
O: -5.4634 -1.5215 2.7449
H: -3.5053 -1.2806 3.5202
H: -3.7912 -2.7237 2.6609
H: -3.5537 -1.2345 1.8095
H: -5.7955 -2.0776 3.4535
C: -3.8195 2.0625 1.0593
O: -3.7746 1.9184 -0.2938
H: -4.2443 1.2239 1.6110
H: -2.8192 2.2060 1.4679
H: -4.3088 3.0083 1.2918
H: -3.1470 1.2092 -0.4512
C: -1.7164 4.4543 0.2516
C: -0.4636 4.9555 -0.3581
C: 0.5143 3.9675 -1.0987
O: 0.6641 4.5311 -2.4161
C: -0.1463 5.5709 -2.4838
O: -0.5037 6.1340 -3.5366
O: -0.8191 5.8095 -1.3297
H: -2.2093 3.9107 -0.5544
H: -2.3530 5.2193 0.6962
H: -1.5019 3.8722 1.1478
H: 0.1154 5.4968 0.3902
H: 0.1283 2.9639 -1.2775
H: 1.4031 4.0357 -0.4714
C: 1.4968 2.1818 3.0325
C: 2.1245 3.4738 3.7211
C: 2.9165 4.4026 2.8239
O: 2.2782 5.6220 2.7498
C: 1.2276 5.5861 3.5305
O: 0.5445 6.5308 3.7604
O: 1.1743 4.3669 4.0923
H: 0.6093 2.4420 2.4556
H: 1.2041 1.4792 3.8127
H: 2.1881 1.5707 2.4521
H: 2.6168 3.3709 4.6881
H: 2.7931 3.9501 1.8400
H: 3.9753 4.3770 3.0817
C: 4.1370 -2.0752 3.8199
C: 3.0996 -1.0435 4.2944
C: 1.9597 -1.4293 5.1945
O: 2.0102 -0.7296 6.3845
C: 3.0900 0.0564 6.3744
O: 3.5191 0.8177 7.2887
O: 3.7910 -0.1032 5.1725
H: 3.7268 -2.7075 3.0325
H: 4.5414 -2.6950 4.6202
H: 5.0669 -1.6397 3.4543
H: 2.6166 -0.5253 3.4661
H: 1.8766 -2.5061 5.3418
H: 1.0935 -1.0224 4.6726
C: -7.0118 -3.2149 -2.8582
O: -6.1368 -3.3862 -3.7007
N: -6.8860 -2.4199 -1.7942
C: -7.9132 -2.4424 -0.7079
C: -5.6959 -1.6356 -1.4534
H: -7.9957 -3.7028 -2.9368
H: -8.9626 -2.4810 -1.0001
H: -7.7236 -1.5146 -0.1681
H: -7.6156 -3.2929 -0.0946
H: -4.8972 -1.8574 -2.1613
H: -5.8335 -0.5561 -1.5166
H: -5.2198 -1.9086 -0.5117
C: 3.3258 -1.1508 -2.5795
O: 3.6600 -1.3519 -3.7577
N: 4.0814 -1.5843 -1.5076
C: 3.5020 -1.5053 -0.1796
C: 5.3311 -2.2808 -1.6917
H: 2.3045 -0.9450 -2.2233
H: 4.2349 -1.3672 0.6153
H: 3.0944 -2.4829 0.0775
H: 2.7113 -0.7630 -0.0709
H: 6.0337 -1.7646 -1.0375
H: 5.3498 -3.3638 -1.5698
H: 5.6727 -2.0049 -2.6894
C: -2.9850 2.9890 6.3696
O: -3.1153 2.8851 7.5716
N: -2.8969 1.9642 5.5489
C: -2.2369 2.1252 4.2399
C: -3.2553 0.6190 5.9494
H: -2.7203 4.0004 6.0242
H: -1.9123 1.1744 3.8171
H: -1.4333 2.8411 4.4122
H: -2.9808 2.5025 3.5383
H: -3.6321 0.2163 5.0092
H: -2.3106 0.1120 6.1458
H: -3.9651 0.5569 6.7742
C: -5.0652 -7.6558 -0.4869
O: -5.2738 -8.5617 0.3390
N: -4.5811 -6.4002 -0.2346
C: -4.2777 -5.3761 -1.3547
C: -4.4784 -5.7708 1.0037
H: -5.2073 -7.7419 -1.5753
H: -3.4180 -4.7569 -1.0984
H: -4.9615 -4.5309 -1.4335
H: -3.9118 -5.7607 -2.3067
H: -3.5484 -5.2206 1.1467
H: -5.3298 -5.1286 1.2292
H: -4.6188 -6.5842 1.7155
C: 0.6162 0.1907 -7.3751
O: -0.4565 0.2970 -7.8976
N: 1.0124 0.9906 -6.3907
C: 0.1587 1.9864 -5.7867
C: 2.1479 0.7150 -5.5704
H: 1.3421 -0.5879 -7.6561
H: -0.5890 1.4135 -5.2381
H: -0.4674 2.4970 -6.5184
H: 0.7761 2.6157 -5.1457
H: 2.6093 -0.2486 -5.7865
H: 2.8870 1.5127 -5.6433
H: 1.8679 0.4373 -4.5542
C: -5.5639 3.6331 -2.8397
O: -6.7638 3.9641 -2.8137
N: -4.6667 4.3197 -3.5321
C: -3.2684 4.0209 -3.5455
C: -4.9891 5.4816 -4.4232
H: -5.1329 2.6768 -2.5051
H: -2.8153 3.7811 -4.5073
H: -2.9780 3.1548 -2.9509
H: -2.7277 4.8709 -3.1293
H: -6.0603 5.3274 -4.5530
H: -4.8746 6.3753 -3.8097
H: -4.5267 5.5688 -5.4064
C: 5.7708 1.3797 2.3847
O: 4.6794 1.7731 1.9026
N: 6.8831 2.1218 2.5120
C: 8.1796 1.5654 3.0031
C: 7.1177 3.5133 2.0798
H: 5.9785 0.3698 2.7709
H: 8.9483 1.6815 2.2392
H: 8.2274 0.5399 3.3693
H: 8.6248 2.1923 3.7757
H: 7.6365 3.8563 1.1847
H: 6.1161 3.9023 1.8964
H: 7.7316 3.9025 2.8920
C: -1.9965 -4.1688 -4.6969
O: -1.8777 -4.6019 -5.8606
N: -1.3292 -3.1227 -4.1568
C: -0.4303 -2.1946 -4.8762
C: -1.1608 -3.1014 -2.7115
H: -2.4722 -4.7387 -3.8838
H: -0.8064 -2.1441 -5.8981
H: 0.5905 -2.5534 -5.0084
H: -0.6400 -1.2318 -4.4103
H: -1.8852 -3.7387 -2.2044
H: -0.1644 -3.4246 -2.4100
H: -1.3867 -2.1502 -2.2296
C: 7.7807 1.5312 -0.8918
O: 8.9996 1.5835 -0.8122
N: 7.0319 1.4268 -2.0134
C: 5.5971 1.4265 -1.9722
C: 7.6108 1.0480 -3.3576
H: 7.1267 1.5516 -0.0064
H: 5.2540 2.0731 -1.1646
H: 5.0484 0.4982 -1.8132
H: 5.3647 1.9579 -2.8951
H: 7.1052 1.6022 -4.1483
H: 8.6822 1.2480 -3.3767
H: 7.3939 -0.0008 -3.5599
C: -0.1115 -4.3496 2.6639
O: -0.0755 -4.7858 3.8232
N: 0.0152 -5.1009 1.5059
C: -0.1332 -4.5023 0.1686
C: 0.2933 -6.4971 1.6162
H: -0.2988 -3.2979 2.3973
H: 0.6253 -3.7468 -0.0360
H: -1.1286 -4.1080 -0.0358
H: 0.1652 -5.1820 -0.6295
H: 1.1761 -6.7466 1.0276
H: 0.4834 -6.7839 2.6505
H: -0.4763 -7.0328 1.0603

The total charge is -1. As for the HOMO-LUMO gap: 8.94 eV. The value obtained for the total energy is -4802.45974 Ha. The value obtained for the lowest unoccupied orbital energy is 0.054 Ha.

Löwdin atomic charge list, values in e, 99 entries: atom 1 (P): 0.23, atom 2 (F): -0.17, atom 3 (F): -0.16, atom 4 (F): -0.15, atom 5 (F): -0.18, atom 6 (F): -0.17, atom 7 (F): -0.18, atom 8 (C): -0.18, atom 9 (O): -0.11, atom 10 (H): 0.06, atom 11 (H): 0.07, atom 12 (H): 0.05, atom 13 (H): 0.08, atom 14 (C): -0.21, atom 15 (O): -0.12, atom 16 (H): 0.08, atom 17 (H): 0.04, atom 18 (H): 0.09, atom 19 (H): 0.05, atom 20 (C): -0.01, atom 21 (C): -0.38, atom 22 (C): -0.02, atom 23 (O): 0.08, atom 24 (C): -0.53, atom 25 (O): 0.09, atom 26 (O): 0.09, atom 27 (H): 0.09, atom 28 (H): 0.11, atom 29 (H): 0.08, atom 30 (H): 0.15, atom 31 (H): 0.13, atom 32 (H): 0.12, atom 33 (C): 0.01, atom 34 (C): -0.30, atom 35 (C): -0.13, atom 36 (O): 0.10, atom 37 (C): -0.59, atom 38 (O): 0.16, atom 39 (O): 0.07, atom 40 (H): 0.07, atom 41 (H): 0.07, atom 42 (H): 0.05, atom 43 (H): 0.16, atom 44 (H): 0.12, atom 45 (H): 0.13, atom 46 (C): -0.01, atom 47 (C): -0.29, atom 48 (C): -0.13, atom 49 (O): 0.10, atom 50 (C): -0.46, atom 51 (O): 0.08, atom 52 (O): 0.04, atom 53 (H): 0.08, atom 54 (H): 0.09, atom 55 (H): 0.06, atom 56 (H): 0.13, atom 57 (H): 0.15, atom 58 (H): 0.13, atom 59 (C): -0.37, atom 60 (O): -0.01, atom 61 (N): -0.18, atom 62 (C): -0.03, atom 63 (C): -0.04, atom 64 (H): 0.14, atom 65 (H): 0.08, atom 66 (H): 0.08, atom 67 (H): 0.08, atom 68 (H): 0.08, atom 69 (H): 0.09, atom 70 (H): 0.08, atom 71 (C): -0.29, atom 72 (O): -0.02, atom 73 (N): -0.21, atom 74 (C): -0.06, atom 75 (C): -0.05, atom 76 (H): 0.13, atom 77 (H): 0.08, atom 78 (H): 0.08, atom 79 (H): 0.07, atom 80 (H): 0.08, atom 81 (H): 0.10, atom 82 (H): 0.08, atom 83 (C): -0.38, atom 84 (O): 0.00, atom 85 (N): -0.19, atom 86 (C): -0.02, atom 87 (C): -0.03, atom 88 (H): 0.14, atom 89 (H): 0.08, atom 90 (H): 0.08, atom 91 (H): 0.07, atom 92 (H): 0.06, atom 93 (H): 0.10, atom 94 (H): 0.10, atom 95 (C): -0.31, atom 96 (O): -0.02, atom 97 (N): -0.16, atom 98 (C): -0.01, atom 99 (C): -0.09

---

Record 2
# C45H101BN5O9

A 4-piece molecular cluster, C45H101BN5O9 overall (ωB97M-V with the def2-TZVPD basis set, the OMol25 dataset).

Atoms and positions in Å:
C: 7.6182 5.0244 -0.6289
C: 7.2148 4.1307 0.6936
C: 8.0590 2.7067 0.8043
C: 7.7359 1.6529 -0.4165
C: 6.1358 1.5552 -0.7892
C: 5.9208 0.2614 -1.7986
C: 4.3006 -0.0898 -1.7366
C: 4.0761 -1.2981 -0.6506
C: 2.6657 -2.1101 -0.9698
C: 1.6110 -2.1384 0.2865
C: 1.2911 -0.6429 0.9338
C: 0.0831 0.0514 0.0048
C: -1.0005 0.7840 0.9258
N: -1.3172 2.2523 0.6987
C: -2.7331 2.6435 0.9629
C: -3.8254 2.1575 -0.3496
C: -5.3312 1.4916 0.1947
O: -4.0994 0.6329 -0.4949
C: -0.5977 2.9026 -0.4827
C: -1.0203 4.4692 -0.7728
C: -1.9269 4.7693 -2.0893
C: -1.5344 6.3416 -2.5320
C: -0.3954 6.2126 -3.7385
C: -1.0214 5.8050 -5.1989
C: -0.4424 4.3535 -5.7853
C: 1.1405 4.4256 -6.2378
C: 1.8173 2.9576 -6.5588
C: -0.2580 1.9812 -1.7637
N: 0.6005 2.8436 -2.7161
B: -1.3397 1.2111 -2.6315
O: -1.1278 -0.2510 -2.9383
O: -2.5798 1.7407 -3.3037
C: 0.8342 0.8541 -1.1793
H: 8.6236 5.6220 -0.4577
H: 6.7464 5.7725 -0.8558
H: 7.8099 4.3064 -1.5521
H: 7.4737 4.7782 1.6447
H: 6.0612 3.9232 0.7294
H: 7.8954 2.1580 1.8415
H: 9.1936 2.9896 0.7444
H: 8.0685 0.5783 -0.0581
H: 8.3303 1.8941 -1.3978
H: 5.8259 2.5704 -1.3198
H: 5.5553 1.4665 0.2241
H: 6.5388 -0.6436 -1.3752
H: 6.1612 0.5192 -2.9273
H: 3.7673 0.9283 -1.4453
H: 3.8483 -0.4110 -2.7709
H: 4.1592 -0.9529 0.4836
H: 4.9786 -2.0570 -0.8067
H: 2.1769 -1.7844 -2.0052
H: 2.9972 -3.2442 -1.1418
H: 0.6535 -2.7187 -0.0568
H: 2.1320 -2.7904 1.1391
H: 2.2531 0.0394 0.9795
H: 0.9632 -0.8364 2.0397
H: -0.4459 -0.8916 -0.5051
H: -1.9981 0.1259 0.9022
H: -0.6340 0.6396 2.0572
H: -0.8384 2.7152 1.5444
H: -2.9551 3.7576 1.1988
H: -3.1495 1.9215 1.8177
H: -3.8650 2.8950 -1.3701
H: -5.8352 2.2971 -0.5324
H: -5.9428 0.6386 -0.2819
H: 0.5181 3.0584 -0.0417
H: -1.5274 5.0104 0.1584
H: -0.0239 5.1110 -0.9448
H: -1.6681 4.1523 -3.0488
H: -3.0998 4.8534 -1.8806
H: -2.4803 6.8626 -3.0363
H: -1.1815 6.9889 -1.6228
H: 0.4540 5.4952 -3.3579
H: 0.0770 7.2787 -3.8440
H: -0.8556 6.5922 -6.0486
H: -2.1835 5.6391 -5.0511
H: -0.6795 3.4475 -5.0499
H: -1.0602 4.1226 -6.7787
H: 1.2149 5.0429 -7.2567
H: 1.7593 4.9962 -5.3980
H: 1.9519 2.7814 -7.7307
H: 2.9262 2.9719 -6.1285
H: 1.2065 2.0414 -6.1580
H: 1.2708 2.2289 -3.2519
H: 1.2319 3.4161 -2.0787
H: -2.0603 -0.6332 -2.7675
H: -2.3304 1.9344 -4.2758
H: 1.2812 0.2010 -2.0548
H: 1.7768 1.4058 -0.6965
C: -12.3094 -1.1814 -1.7918
O: -12.4712 -0.0107 -1.0023
C: -12.7986 -0.3041 0.3613
C: -11.6653 0.1635 1.2871
N: -10.4716 -0.6742 1.1176
C: -9.2879 -0.1421 1.8005
C: -8.7073 1.1816 1.2648
O: -8.1534 1.0771 -0.0481
C: -9.0868 1.2956 -1.0987
H: -12.1437 -0.8742 -2.8283
H: -11.4434 -1.7577 -1.4571
H: -13.2107 -1.8001 -1.7551
H: -13.0230 -1.3648 0.5187
H: -13.7040 0.2644 0.5992
H: -12.0026 0.1078 2.3275
H: -11.4464 1.2090 1.0479
H: -10.2639 -0.7556 0.1250
H: -8.5094 -0.9093 1.7155
H: -9.5064 -0.0349 2.8689
H: -7.8693 1.4531 1.9181
H: -9.4178 2.0123 1.3300
H: -9.8680 2.0082 -0.8221
H: -9.5270 0.3463 -1.4102
H: -8.5411 1.6978 -1.9561
C: -0.7019 -10.1820 1.4039
O: -1.1740 -9.3828 0.3276
C: -2.4975 -8.8813 0.5502
C: -2.4685 -7.3491 0.6580
N: -1.8140 -6.9241 1.9016
C: -1.5514 -5.4822 1.9553
C: -0.5177 -4.9219 0.9584
O: 0.8151 -5.3792 1.1943
C: 1.1430 -6.5977 0.5382
H: 0.2732 -10.5908 1.1239
H: -0.5804 -9.5811 2.3085
H: -1.3838 -11.0159 1.5944
H: -2.9718 -9.3288 1.4305
H: -3.0937 -9.1609 -0.3250
H: -3.4943 -6.9662 0.6389
H: -1.9362 -6.9612 -0.2163
H: -0.9297 -7.4182 1.9945
H: -1.1906 -5.2700 2.9685
H: -2.4964 -4.9396 1.8395
H: -0.4872 -3.8352 1.1034
H: -0.8104 -5.0755 -0.0856
H: 0.6186 -6.7141 -0.4136
H: 0.9348 -7.4436 1.1964
H: 2.2182 -6.5958 0.3416
C: 4.0679 0.3009 4.1595
O: 4.8551 -0.6009 3.3933
C: 6.0526 0.0019 2.8881
C: 7.2844 -0.6691 3.5146
N: 7.3991 -0.3282 4.9380
C: 8.4163 -1.1154 5.6427
C: 8.1488 -2.6256 5.7975
O: 7.0372 -2.9291 6.6421
C: 5.7853 -2.9818 5.9694
H: 3.1400 -0.2069 4.4375
H: 4.5918 0.5927 5.0730
H: 3.8133 1.1875 3.5716
H: 6.0731 1.0861 3.0442
H: 6.0661 -0.1771 1.8077
H: 8.1847 -0.3350 2.9880
H: 7.1831 -1.7505 3.3784
H: 6.5000 -0.4836 5.3879
H: 8.5014 -0.6844 6.6472
H: 9.3867 -0.9681 5.1556
H: 9.0250 -3.0581 6.2956
H: 8.0678 -3.1417 4.8351
H: 5.8795 -3.3304 4.9378
H: 5.3035 -2.0025 6.0004
H: 5.1405 -3.6785 6.5113

The total charge is +1. As for the HOMO-LUMO gap: 6.95 eV. The value obtained for the total energy is -2749.96830 Ha. The value obtained for the lowest unoccupied orbital energy is -0.115 Ha. As for the energy above the lowest of the compared OMol25 structures with the same formula, charge and spin: 355.7 kcal/mol.

Löwdin atomic charge list, values in e, 99 entries: atom 1 (C): -0.14, atom 2 (C): -0.27, atom 3 (C): -0.21, atom 4 (C): -0.23, atom 5 (C): -0.23, atom 6 (C): -0.19, atom 7 (C): -0.22, atom 8 (C): -0.19, atom 9 (C): -0.20, atom 10 (C): -0.19, atom 11 (C): -0.14, atom 12 (C): -0.24, atom 13 (C): -0.07, atom 14 (N): -0.11, atom 15 (C): -0.05, atom 16 (C): -0.09, atom 17 (C): -0.04, atom 18 (O): -0.21, atom 19 (C): -0.15, atom 20 (C): -0.13, atom 21 (C): -0.19, atom 22 (C): -0.20, atom 23 (C): -0.22, atom 24 (C): -0.19, atom 25 (C): -0.23, atom 26 (C): -0.26, atom 27 (C): -0.15, atom 28 (C): -0.29, atom 29 (N): 0.07, atom 30 (B): -0.41, atom 31 (O): 0.04, atom 32 (O): 0.01, atom 33 (C): -0.10, atom 34 (H): 0.09, atom 35 (H): 0.07, atom 36 (H): 0.07, atom 37 (H): 0.11, atom 38 (H): 0.09, atom 39 (H): 0.10, atom 40 (H): 0.11, atom 41 (H): 0.11, atom 42 (H): 0.11, atom 43 (H): 0.12, atom 44 (H): 0.10, atom 45 (H): 0.11, atom 46 (H): 0.12, atom 47 (H): 0.09, atom 48 (H): 0.11, atom 49 (H): 0.10, atom 50 (H): 0.12, atom 51 (H): 0.11, atom 52 (H): 0.12, atom 53 (H): 0.09, atom 54 (H): 0.13, atom 55 (H): 0.11, atom 56 (H): 0.11, atom 57 (H): 0.15, atom 58 (H): 0.16, atom 59 (H): 0.16, atom 60 (H): 0.20, atom 61 (H): 0.14, atom 62 (H): 0.16, atom 63 (H): 0.17, atom 64 (H): 0.08, atom 65 (H): 0.15, atom 66 (H): 0.18, atom 67 (H): 0.13, atom 68 (H): 0.13, atom 69 (H): 0.09, atom 70 (H): 0.12, atom 71 (H): 0.12, atom 72 (H): 0.11, atom 73 (H): 0.09, atom 74 (H): 0.11, atom 75 (H): 0.12, atom 76 (H): 0.11, atom 77 (H): 0.08, atom 78 (H): 0.12, atom 79 (H): 0.12, atom 80 (H): 0.11, atom 81 (H): 0.08, atom 82 (H): 0.08, atom 83 (H): 0.06, atom 84 (H): 0.11, atom 85 (H): 0.10, atom 86 (H): 0.14, atom 87 (H): 0.13, atom 88 (H): 0.13, atom 89 (H): 0.12, atom 90 (C): -0.11, atom 91 (O): -0.20, atom 92 (C): -0.20, atom 93 (C): -0.20, atom 94 (N): -0.06, atom 95 (C): -0.19, atom 96 (C): -0.21, atom 97 (O): -0.24, atom 98 (C): -0.08, atom 99 (H): 0.09

---

The highest lowest unoccupied orbital energy belongs to which entry?
C44H96F6N10O21P

---

Which formula does entry 2 have?
C45H101BN5O9

---

Which of these has the highest lowest unoccupied orbital energy?
C44H96F6N10O21P

---

Number 2 is which compound?
C45H101BN5O9